A structure of composition C36H83AlF9N9O6P3 in a non-equilibrium geometry, computed with wB97M-V/def2-TZVPD.

**Gap between HOMO and LUMO**: 7.06 eV
**LUMO level**: 1.819 eV
**Total charge**: -1

Element x y z (Å)
C: -0.22 2.80 2.06
C: 1.06 3.64 2.15
C: 2.14 3.13 1.18
C: 1.64 2.99 -0.27
C: 1.34 1.55 -0.72
Al: 0.29 1.53 -2.47
C: 1.32 0.51 -3.92
C: 2.35 -0.42 -3.32
O: 2.51 -1.66 -4.11
C: 3.03 -2.66 -3.37
C: 2.08 -3.80 -3.11
O: 4.16 -2.65 -2.95
C: -1.53 0.62 -2.33
C: -2.11 0.52 -0.90
C: -3.17 1.53 -0.59
F: -2.65 2.78 -0.74
F: -3.56 1.45 0.71
C: -4.48 1.55 -1.45
F: -5.40 2.22 -0.72
F: -4.30 2.27 -2.56
C: -5.15 0.18 -1.76
F: -5.02 -0.59 -0.65
F: -6.47 0.39 -1.93
C: -4.66 -0.69 -2.97
F: -4.23 0.05 -3.99
F: -3.73 -1.57 -2.60
F: -5.72 -1.41 -3.41
C: 0.06 3.43 -3.16
C: -0.44 3.47 -4.61
C: -0.12 4.80 -5.30
O: -1.87 3.30 -4.60
H: -0.87 2.94 2.93
H: -0.79 3.09 1.18
H: 0.01 1.73 2.00
H: 1.46 3.61 3.17
H: 0.80 4.66 1.86
H: 2.93 3.89 1.17
H: 2.55 2.18 1.54
H: 0.78 3.65 -0.41
H: 2.43 3.37 -0.93
H: 0.90 0.96 0.09
H: 2.31 1.09 -0.95
H: 1.78 1.17 -4.66
H: 0.59 -0.12 -4.44
H: 3.32 0.08 -3.30
H: 2.09 -0.69 -2.29
H: 1.53 -3.57 -2.20
H: 2.65 -4.72 -2.97
H: 1.39 -3.94 -3.93
H: -2.21 1.15 -3.01
H: -1.40 -0.39 -2.71
H: -2.47 -0.48 -0.63
H: -1.31 0.74 -0.19
H: 1.04 3.91 -3.09
H: -0.63 4.00 -2.52
H: -0.01 2.65 -5.19
H: -0.88 5.54 -5.07
H: 0.85 5.17 -4.94
H: -0.03 4.69 -6.38
H: -2.15 3.29 -3.68
O: 2.18 -5.89 1.30
P: 3.55 -5.57 1.74
N: 3.79 -3.93 1.38
C: 4.70 -3.27 0.45
C: 2.88 -3.02 2.05
N: 4.46 -6.70 0.79
C: 5.64 -6.41 -0.01
C: 3.68 -7.78 0.19
N: 4.52 -5.61 3.09
C: 5.71 -4.82 3.27
C: 4.41 -6.81 3.92
H: 5.25 -2.47 0.96
H: 4.16 -2.83 -0.39
H: 5.44 -3.94 0.04
H: 3.22 -2.78 3.07
H: 1.88 -3.44 2.12
H: 2.80 -2.08 1.50
H: 5.53 -5.54 -0.66
H: 5.84 -7.25 -0.68
H: 6.54 -6.31 0.60
H: 3.22 -7.50 -0.77
H: 2.88 -8.11 0.85
H: 4.33 -8.64 0.02
H: 6.34 -4.77 2.38
H: 6.30 -5.26 4.07
H: 5.48 -3.79 3.57
H: 5.06 -7.62 3.56
H: 3.38 -7.17 3.92
H: 4.66 -6.58 4.96
O: -4.18 6.54 -7.84
P: -5.10 7.10 -6.83
N: -4.15 7.42 -5.46
C: -4.18 6.86 -4.12
C: -3.07 8.36 -5.67
N: -6.24 5.81 -6.68
C: -6.73 5.22 -5.44
C: -6.20 4.81 -7.75
N: -6.17 8.35 -6.62
C: -6.59 8.86 -5.33
C: -7.06 8.64 -7.74
H: -4.21 7.66 -3.37
H: -3.30 6.24 -3.92
H: -5.06 6.25 -3.95
H: -3.40 9.41 -5.63
H: -2.62 8.21 -6.66
H: -2.28 8.23 -4.94
H: -5.95 4.97 -4.74
H: -7.25 4.29 -5.67
H: -7.48 5.85 -4.96
H: -5.45 4.03 -7.57
H: -5.98 5.27 -8.71
H: -7.18 4.34 -7.83
H: -6.80 8.07 -4.60
H: -7.51 9.43 -5.46
H: -5.85 9.53 -4.89
H: -7.95 8.01 -7.73
H: -6.54 8.46 -8.69
H: -7.36 9.69 -7.74
O: 3.57 -5.75 7.10
P: 2.40 -5.06 7.72
N: 2.88 -3.43 7.41
C: 3.28 -2.37 8.30
C: 2.97 -3.09 6.00
N: 2.48 -5.64 9.33
C: 2.55 -4.82 10.53
C: 3.20 -6.91 9.51
N: 0.79 -4.65 7.72
C: 0.25 -3.38 8.18
C: -0.16 -5.76 7.68
H: 2.71 -1.45 8.09
H: 4.34 -2.13 8.20
H: 3.09 -2.61 9.34
H: 1.98 -2.82 5.58
H: 3.36 -3.92 5.42
H: 3.64 -2.24 5.86
H: 3.30 -4.03 10.48
H: 2.84 -5.45 11.38
H: 1.58 -4.39 10.80
H: 4.28 -6.77 9.61
H: 3.02 -7.58 8.68
H: 2.83 -7.40 10.41
H: 0.70 -3.03 9.11
H: -0.82 -3.50 8.35
H: 0.36 -2.59 7.43
H: -0.38 -6.15 8.68
H: 0.24 -6.58 7.07
H: -1.10 -5.45 7.21

Mulliken atomic charge list, values in e, 8 entries: number 1, C, carries -0.659; number 2, C, carries -0.688; number 3, C, carries -0.775; number 4, C, carries -0.857; number 5, C, carries -0.339; number 6, Al, carries -0.991; number 7, C, carries -0.706; number 8, C, carries -0.588